(1)
Entry from the OMol25 dataset: an isolated molecule of C8H16N2O2 (ωB97M-V/def2-TZVPD).

Structure (XYZ):
```
28
Properties=species:S:1:pos:R:3:forces:R:3
C -0.545565 -0.228632 2.002408 -0.5124 -0.2004 -0.5719
C -1.101205 -0.200901 0.781013 -0.5363 0.7316 1.2519
C -2.523174 0.331615 0.532187 -1.1557 -0.4363 0.4230
N -0.478076 -0.862136 -0.273997 1.2801 -0.4382 -1.8363
C -1.186128 -1.959846 -0.917111 -1.3508 -1.1985 0.8152
C -1.673932 -1.653444 -2.333838 0.4837 -1.1852 -0.1290
C 0.839057 -0.686949 -0.769356 -0.5356 3.0375 1.4425
O 1.423855 -1.476814 -1.458156 0.1835 -0.4928 -0.0164
N 1.364618 0.638393 -0.514520 -1.7358 -1.6571 -0.6149
C 2.722760 0.932440 -0.308510 -1.0618 0.9099 0.4950
O 3.019678 1.197470 1.052067 0.3371 -0.5901 -0.8013
C 2.299169 2.269015 1.580415 -2.2378 -2.3541 1.3931
H 0.390183 -0.829374 2.102039 -0.8623 0.9168 0.4865
H -1.163708 0.235465 2.797709 1.1139 -0.4156 -0.1938
H -3.185902 0.115233 1.477631 1.0442 0.0379 -2.1373
H -2.881062 -0.096134 -0.440606 -0.1696 -0.2880 1.2854
H -2.734438 1.390990 0.306319 1.0546 0.0190 0.4225
H -2.012873 -2.372684 -0.234139 1.0869 0.9604 -0.8573
H -0.464376 -2.774666 -0.976380 -0.0824 -0.0893 -0.0989
H -2.141854 -0.722012 -2.454831 -0.8211 1.5571 0.4344
H -0.715249 -1.496619 -2.906180 -1.2613 -1.0135 -0.2414
H -2.499686 -2.387707 -2.648060 1.9143 0.5891 -0.0829
H 0.821124 1.272559 -0.003290 -1.6055 0.4657 0.5307
H 3.103136 0.042270 -0.585371 2.6908 -2.8030 -0.6751
H 3.020692 1.685165 -1.028077 0.4368 0.7721 0.3664
H 1.186642 2.002590 1.896055 2.1476 0.3593 -0.4524
H 2.262537 3.039633 0.915173 -0.2496 2.3880 -2.0584
H 2.853776 2.595080 2.409407 0.4044 0.4178 1.4208
```
Forces are in eV/Å.

Values from the calculation:
Max |F|: 3.9 eV Å⁻¹
Energy relative to the best compared isomer or geometry (same formula, charge and spin): 0.9 kcal/mol
SMILES string: C=C(C)N(CC)C(=O)NCOC

(2)
Entry from the OMol25 dataset: an isolated molecule of C8H16N2O3 (ωB97M-V/def2-TZVPD).

Structure (XYZ):
```
29
Properties=species:S:1:pos:R:3:forces:R:3
C 1.128342 0.322492 1.581726 1.4032 -3.5308 0.9841
C 1.190610 0.934930 0.233258 2.5861 -2.2271 -0.6698
C 2.571379 1.605731 0.136282 -0.8025 -1.8504 -0.2721
C 1.150472 -0.248514 -0.866531 3.9083 1.7109 0.4626
N -0.158968 -0.483324 -1.321757 -0.2283 1.9610 -3.6948
C -1.095129 -0.844870 -0.494573 -0.0680 -4.2843 3.2907
O -0.795913 -1.762803 0.285382 0.2460 -0.4815 0.4938
C -2.489058 -0.450516 -0.342636 -1.8137 1.5202 -2.3615
C -2.475122 1.073834 -0.472531 0.3752 1.0056 -2.8322
N -3.158063 -1.036629 0.813157 3.1477 -2.8041 -1.8173
C 2.130415 -1.402282 -0.390592 1.3472 -1.7817 1.2303
O 3.365130 -1.324998 -0.448859 -2.6892 0.7400 -0.6131
O 1.623063 -2.486044 0.248678 -1.7432 1.2145 -1.5720
H 1.929463 -0.616827 1.630972 -1.7756 2.6828 0.1445
H 1.553462 1.100110 2.239414 -1.1257 -0.7016 0.7097
H 0.161097 -0.268735 1.728207 1.1165 1.5806 0.7468
H 0.398852 1.608793 0.150200 -1.4536 1.0842 -0.8321
H 2.700462 2.382516 0.838297 0.3223 0.5703 1.1530
H 3.271912 0.763580 0.175762 0.2984 0.6240 0.6048
H 2.736631 2.022780 -0.802557 0.1236 0.9341 -1.9026
H 1.783841 0.179962 -1.688612 -1.0242 -0.5212 0.2150
H -0.385071 0.178934 -2.074465 -0.1336 -0.4940 0.6742
H -2.956409 -0.856692 -1.280943 0.1347 0.4824 0.3132
H -2.219326 1.592821 0.412169 1.0914 0.3326 0.9869
H -3.395034 1.535607 -0.715384 -1.6258 -0.1066 -0.1754
H -1.870706 1.485545 -1.450795 -0.9200 -1.2354 2.6988
H -3.911405 -0.537588 1.112879 -2.6110 1.3804 0.6542
H -3.345446 -2.057000 0.583399 0.0717 2.0364 0.8823
H 0.560526 -2.410815 0.180443 1.8418 0.1587 0.4982
```
Forces are in eV/Å.

Values from the calculation:
Max |F|: 5.4 eV Å⁻¹
Energy relative to the best compared isomer or geometry (same formula, charge and spin): 81.0 kcal/mol
SMILES string: CC(C)[C@H](NC(=O)[C@H](C)N)C(=O)O

(3)
Entry from the OMol25 dataset: an isolated molecule of C8H16N2O3 (ωB97M-V/def2-TZVPD).

Structure (XYZ):
```
29
Properties=species:S:1:pos:R:3:forces:R:3
C 1.367030 1.314631 -1.190107 1.8178 -0.4363 -0.1474
C 0.093151 1.844001 -0.500196 0.9307 0.2770 -0.3870
C 0.266725 2.010549 1.052226 0.5263 1.1599 -2.2117
C -1.084725 0.971238 -1.005908 -1.4380 1.7112 -0.7624
C -1.213302 -0.319387 -0.201613 -0.7412 1.0628 1.0262
N -0.547831 -1.433835 -0.781212 1.1592 -0.9791 -1.6848
C 0.675924 -1.983989 -0.438131 0.0710 0.6344 1.3756
O 1.422025 -2.364542 -1.304644 0.2753 -0.4797 -0.3001
C 1.079909 -2.065479 1.049377 -0.8742 -0.2140 0.2963
N 1.478055 -0.718110 1.522633 -0.0573 -1.3333 -1.2230
C -2.686509 -0.611813 0.114964 0.7427 0.0273 -0.6254
O -3.413451 0.259703 0.458756 -0.9565 0.7123 0.4841
O -3.098223 -1.864748 -0.029011 0.3952 -0.9719 0.1051
H 1.618574 0.212448 -0.951674 -0.4353 1.8655 -0.5291
H 2.230893 1.934984 -0.854299 -0.3474 -0.5749 0.1026
H 1.439584 1.466637 -2.320313 -0.7474 -0.4159 1.3772
H 0.080951 2.906214 -0.788341 -0.8635 -0.4083 -0.6561
H -0.594394 2.356823 1.523609 -2.1033 0.1172 0.6291
H 0.620934 1.133842 1.481866 0.6156 -1.0826 0.9249
H 0.911028 2.872076 1.250970 0.5997 -0.3694 -0.2628
H -2.061422 1.537684 -0.900695 1.1248 -0.6187 0.1426
H -1.030751 0.788450 -2.132571 0.2760 0.0330 1.4069
H -0.823393 -0.013915 0.781381 0.1722 -0.8052 -0.1931
H -0.456078 -1.369744 -1.810576 -0.6502 0.0720 0.6545
H 1.875165 -2.811590 1.065657 0.1072 0.0409 0.1490
H 0.226410 -2.486603 1.626601 0.4627 0.5035 -0.1930
H 1.609189 -0.604087 2.517464 0.2622 -0.4295 -0.0417
H 2.322626 -0.544785 0.983831 0.1042 0.5959 0.6873
H -2.308080 -2.416646 -0.220044 -0.4284 0.3061 -0.1438
```
Forces are in eV/Å.

Values from the calculation:
Max |F|: 2.6 eV Å⁻¹
Energy relative to the best compared isomer or geometry (same formula, charge and spin): 41.7 kcal/mol
SMILES string: CC(C)C[C@H](NC(=O)CN)C(=O)O

Calculated HOMO-LUMO gap in order - 9.6; 9.7; 10.3 eV